Entry 1:
The following is a DFT calculation (ωB97M-V with the def2-TZVPD basis set) of a 11-piece molecular cluster, C12H24Cl20FNO3 overall.

## Properties
**Maximum force**: 0.35 eV/Å
**Molar mass**: 958.39 g mol⁻¹
**SMILES**: NCOC(=O)OF.ClCCl.ClCCl.ClCCl.ClCCl.ClCCl.ClCCl.ClCCl.ClCCl.ClCCl.ClCCl
**Total charge**: 0
**HOMO energy**: -10.593 eV

Last column: natural (NBO) charge in e.
CARTESIAN COORDINATES (ANGSTROEM)
N (2.873, 2.938, 1.627)  -0.829
C (2.206, 3.928, 0.892)  0.075
O (0.713, 3.785, 0.892)  -0.515
C (0.170, 3.836, 2.078)  0.961
O (0.560, 4.320, 3.098)  -0.580
O (-1.122, 3.309, 2.102)  -0.160
F (-1.219, 2.261, 1.160)  -0.116
H (2.685, 2.001, 1.293)  0.386
H (2.746, 3.019, 2.626)  0.384
H (2.440, 3.859, -0.172)  0.197
H (2.429, 4.926, 1.269)  0.194
Cl (3.171, -0.123, -1.611)  -0.037
C (2.648, -1.220, -0.324)  -0.389
Cl (2.989, -0.568, 1.286)  -0.027
H (1.581, -1.380, -0.415)  0.230
H (3.195, -2.149, -0.432)  0.228
Cl (-0.826, -1.290, 4.363)  -0.034
C (-0.587, 0.453, 4.557)  -0.392
Cl (1.035, 0.959, 4.058)  -0.044
H (-1.312, 0.963, 3.934)  0.228
H (-0.715, 0.745, 5.593)  0.232
Cl (-1.515, -0.089, -2.186)  -0.018
C (-1.740, 1.486, -2.951)  -0.390
Cl (-1.149, 1.515, -4.623)  -0.044
H (-2.797, 1.720, -2.957)  0.227
H (-1.176, 2.220, -2.390)  0.227
Cl (-1.611, -3.659, -1.013)  -0.034
C (-2.646, -3.813, -2.439)  -0.396
Cl (-4.298, -4.284, -2.025)  -0.025
H (-2.677, -2.852, -2.937)  0.231
H (-2.222, -4.572, -3.086)  0.223
Cl (2.314, -4.380, 7.186)  -0.030
C (1.775, -2.897, 6.385)  -0.395
Cl (2.871, -2.391, 5.096)  -0.023
H (0.799, -3.075, 5.953)  0.227
H (1.734, -2.107, 7.126)  0.219
Cl (0.977, -2.648, -3.030)  -0.022
C (1.986, -2.757, -4.471)  -0.396
Cl (3.128, -4.107, -4.387)  -0.035
H (1.338, -2.906, -5.327)  0.225
H (2.552, -1.837, -4.564)  0.226
Cl (-1.820, 1.874, 7.654)  -0.035
C (-2.170, 3.460, 6.937)  -0.390
Cl (-1.866, 3.521, 5.199)  -0.016
H (-3.218, 3.673, 7.109)  0.225
H (-1.538, 4.195, 7.419)  0.226
Cl (1.498, -7.596, -6.952)  -0.026
C (2.981, -6.713, -7.334)  -0.397
Cl (4.361, -7.790, -7.584)  -0.024
H (2.818, -6.152, -8.245)  0.219
H (3.207, -6.053, -6.506)  0.227
Cl (-3.758, -1.227, -4.907)  -0.021
C (-2.676, -1.481, -6.278)  -0.391
Cl (-1.654, -2.913, -6.057)  -0.039
H (-3.276, -1.627, -7.167)  0.225
H (-2.033, -0.614, -6.365)  0.230
Cl (-3.453, 6.915, 3.872)  -0.025
C (-2.696, 6.402, 2.361)  -0.397
Cl (-3.732, 6.679, 0.955)  -0.028
H (-1.782, 6.967, 2.229)  0.222
H (-2.497, 5.339, 2.430)  0.227

***

Entry 2:
The following is a DFT calculation (ωB97M-V with the def2-TZVPD basis set) of a 6-piece molecular cluster, C12H24Cl6O9 overall in a non-equilibrium geometry.

## Properties
**Maximum force**: 6.72 eV/Å
**Molar mass**: 525.03 g mol⁻¹
**SMILES**: COC(=O)OC.COC(=O)OC.COC(=O)OC.ClCCl.ClCCl.ClCCl
**Total charge**: 0
**HOMO energy**: -10.101 eV
**Energy relative to the best compared isomer or geometry (same formula, charge and spin)**: 1.2511 eV

Last column: natural (NBO) charge in e.
CARTESIAN COORDINATES (ANGSTROEM)
C (-2.983, -2.986, 2.587)  -0.252
O (-1.969, -1.980, 2.720)  -0.511
C (-2.159, -0.712, 3.139)  0.999
O (-1.222, 0.047, 3.232)  -0.599
O (-3.521, -0.392, 3.430)  -0.557
C (-3.887, 0.966, 3.724)  -0.255
H (-3.656, -2.689, 1.783)  0.184
H (-3.608, -3.049, 3.478)  0.194
H (-2.570, -3.948, 2.284)  0.205
H (-4.505, 0.974, 4.622)  0.190
H (-4.436, 1.223, 2.818)  0.191
H (-3.064, 1.662, 3.886)  0.210
C (1.530, 4.884, 4.886)  -0.277
O (0.997, 4.825, 3.562)  -0.472
C (1.880, 4.611, 2.643)  0.983
O (3.161, 4.658, 2.782)  -0.695
O (1.268, 4.373, 1.540)  -0.484
C (1.940, 4.184, 0.256)  -0.254
H (2.538, 5.287, 4.989)  0.223
H (1.474, 3.924, 5.399)  0.189
H (0.838, 5.408, 5.544)  0.192
H (2.634, 3.345, 0.211)  0.202
H (2.476, 5.030, -0.174)  0.197
H (1.115, 4.025, -0.439)  0.197
C (7.284, -4.439, 0.198)  -0.245
O (6.110, -3.825, -0.357)  -0.525
C (5.607, -2.584, -0.110)  0.997
O (6.137, -1.632, 0.470)  -0.644
O (4.343, -2.594, -0.504)  -0.506
C (3.418, -1.507, -0.293)  -0.250
H (7.629, -3.954, 1.111)  0.200
H (8.047, -4.457, -0.581)  0.189
H (7.097, -5.471, 0.496)  0.192
H (3.213, -1.269, 0.751)  0.203
H (2.545, -1.856, -0.843)  0.199
H (3.691, -0.591, -0.817)  0.189
Cl (-5.501, 1.505, -7.081)  -0.033
C (-4.113, 2.334, -7.804)  -0.408
Cl (-2.921, 2.652, -6.572)  -0.004
H (-3.692, 1.697, -8.582)  0.222
H (-4.475, 3.250, -8.271)  0.224
Cl (-1.908, 0.872, -1.869)  -0.032
C (-3.503, 0.203, -2.298)  -0.378
Cl (-4.773, 1.022, -1.297)  -0.040
H (-3.624, 0.137, -3.379)  0.231
H (-3.445, -0.809, -1.896)  0.217
Cl (-2.591, -5.257, -2.416)  -0.043
C (-2.362, -4.489, -4.022)  -0.367
Cl (-1.056, -3.221, -3.972)  -0.037
H (-2.104, -5.329, -4.667)  0.226
H (-3.326, -4.056, -4.291)  0.222

***

Entry 3:
The following is a DFT calculation (ωB97M-V with the def2-TZVPD basis set) of C12H24ClFeO28S6 as an isolated structure in a non-equilibrium geometry.

## Properties
**Maximum force**: 6.50 eV/Å
**Molar mass**: 900.00 g mol⁻¹
**Multiplicity**: 5
**Total charge**: +1
**HOMO energy (spin up / spin down)**: -13.296 / -13.296 eV
**Energy relative to the best compared isomer or geometry (same formula, charge and spin)**: 3.9991 eV

Last column: Mulliken spin population.
CARTESIAN COORDINATES (ANGSTROEM)
Fe (3.961, -4.051, 13.247)  3.874
Cl (6.715, -4.368, 12.051)  0.003
O (6.958, -4.637, 10.688)  0.010
O (6.053, -3.070, 12.138)  0.050
O (5.805, -5.332, 12.492)  0.043
O (7.942, -4.420, 12.732)  0.003
C (4.436, -6.605, 8.919)  0.001
C (4.720, -5.540, 7.826)  -0.001
O (3.878, -4.454, 8.044)  0.002
S (2.936, -4.703, 9.476)  0.000
O (1.500, -4.425, 9.218)  0.002
O (3.584, -4.150, 10.690)  0.011
O (3.187, -6.324, 9.496)  0.000
H (5.232, -6.539, 9.661)  0.000
H (4.377, -7.591, 8.460)  0.000
H (4.767, -5.953, 6.818)  0.001
H (5.609, -4.982, 8.122)  0.000
C (3.747, -9.356, 14.050)  0.000
C (5.143, -8.708, 13.881)  0.002
O (6.095, -9.654, 13.493)  0.000
S (5.411, -11.194, 13.504)  0.000
O (6.155, -12.109, 14.320)  0.000
O (5.047, -11.556, 12.160)  0.000
O (4.105, -10.717, 14.376)  0.000
H (3.224, -9.192, 13.108)  0.000
H (3.109, -9.044, 14.878)  0.000
H (5.591, -8.490, 14.851)  0.000
H (5.060, -7.863, 13.198)  -0.004
C (8.476, -0.815, 14.990)  0.000
C (9.306, -1.116, 13.740)  0.000
O (9.356, 0.086, 12.956)  0.000
S (8.345, 1.331, 13.553)  0.000
O (7.412, 1.822, 12.567)  0.000
O (9.098, 2.267, 14.431)  0.000
O (7.600, 0.178, 14.500)  0.000
H (9.056, -0.223, 15.698)  0.000
H (7.800, -1.565, 15.401)  0.000
H (8.896, -1.792, 12.990)  0.000
H (10.258, -1.526, 14.076)  0.000
C (9.335, -5.212, 16.124)  0.000
C (8.891, -6.606, 15.900)  0.000
O (7.508, -6.637, 15.567)  0.000
S (6.701, -5.457, 16.501)  0.000
O (6.282, -6.149, 17.738)  0.001
O (5.698, -4.649, 15.760)  0.000
O (8.181, -4.716, 16.861)  0.000
H (9.435, -4.707, 15.163)  0.000
H (10.265, -5.152, 16.689)  0.000
H (8.884, -7.058, 16.892)  0.000
H (9.629, -7.275, 15.459)  0.000
C (9.315, -8.210, 9.875)  0.000
C (8.365, -8.227, 11.074)  0.000
O (7.113, -8.597, 10.506)  0.000
S (7.344, -9.785, 9.335)  0.000
O (6.456, -9.450, 8.198)  0.000
O (7.307, -11.157, 9.885)  0.000
O (8.947, -9.316, 9.125)  0.000
H (10.363, -8.417, 10.092)  0.000
H (9.305, -7.284, 9.300)  0.000
H (8.283, -7.197, 11.421)  0.000
H (8.732, -8.908, 11.842)  0.000
C (11.252, -4.326, 11.603)  0.000
C (11.180, -5.870, 11.394)  0.000
O (11.950, -6.468, 12.409)  0.000
S (12.405, -5.422, 13.557)  0.000
O (13.771, -4.949, 13.302)  0.000
O (12.163, -5.941, 14.908)  0.000
O (11.397, -4.275, 13.027)  0.000
H (10.296, -3.918, 11.276)  0.000
H (12.082, -3.864, 11.067)  0.000
H (11.465, -6.351, 10.458)  0.000
H (10.151, -6.137, 11.637)  0.000

***

Entry 4:
The following is a DFT calculation (ωB97M-V with the def2-TZVPD basis set) of C12H24F12Li5N6O36S12 as an isolated structure in a non-equilibrium geometry.

## Properties
**Maximum force**: 4.93 eV/Å
**Molar mass**: 1475.82 g mol⁻¹
**Total charge**: -1
**HOMO energy**: -7.875 eV

Last column: Mulliken charge in e.
CARTESIAN COORDINATES (ANGSTROEM)
Li (-0.511, 0.242, 1.713)  1.487
Li (2.497, 2.482, -1.575)  1.544
Li (-2.875, 1.072, 0.899)  2.361
Li (-3.330, -2.345, -1.821)  1.093
Li (-4.230, 3.725, -0.129)  0.874
N (2.512, 4.335, -2.410)  -0.224
S (1.030, 5.010, -2.706)  0.917
O (0.033, 4.031, -2.968)  -0.619
O (1.031, 6.205, -3.468)  -0.612
F (0.728, 5.496, -1.245)  -0.233
S (3.215, 4.623, -3.825)  0.929
O (3.908, 5.850, -3.931)  -0.599
O (2.555, 4.113, -4.983)  -0.544
F (4.410, 3.548, -3.644)  -0.300
N (-2.366, 0.084, 2.605)  -0.610
S (-3.202, -1.222, 3.041)  0.638
O (-4.586, -1.070, 3.261)  -0.637
O (-2.480, -2.231, 3.734)  -0.640
F (-3.138, -1.894, 1.526)  -0.177
S (-2.139, 0.679, 4.221)  0.971
O (-1.391, -0.168, 5.062)  -0.559
O (-3.228, 1.461, 4.643)  -0.573
F (-1.053, 1.756, 3.788)  -0.266
N (3.251, 2.604, 0.222)  -0.366
S (4.247, 1.532, 0.841)  0.734
O (3.806, 0.168, 0.915)  -0.317
O (5.066, 2.024, 1.898)  -0.646
F (5.256, 1.467, -0.416)  -0.317
S (2.045, 2.507, 1.450)  0.546
O (2.431, 3.076, 2.674)  -0.586
O (1.224, 1.333, 1.411)  0.068
F (1.115, 3.568, 0.781)  -0.265
N (-3.812, 4.968, 1.321)  -0.442
S (-4.324, 5.426, 2.815)  0.967
O (-4.439, 6.821, 3.009)  -0.585
O (-3.984, 4.526, 3.861)  -0.456
F (-5.861, 5.010, 2.490)  -0.302
S (-2.304, 4.354, 1.725)  0.708
O (-2.241, 2.920, 1.804)  0.010
O (-1.521, 5.160, 2.581)  -0.566
F (-1.614, 4.709, 0.357)  -0.247
N (-4.497, 1.744, -0.154)  -0.559
S (-4.760, 0.990, -1.518)  0.511
O (-6.038, 1.108, -2.104)  -0.555
O (-4.162, -0.307, -1.548)  -0.464
F (-3.902, 1.904, -2.460)  -0.228
S (-5.929, 1.337, 0.702)  0.848
O (-6.142, -0.009, 1.048)  -0.506
O (-6.963, 2.226, 0.321)  -0.544
F (-5.352, 1.992, 2.017)  -0.171
N (-1.177, 0.528, -0.200)  0.032
S (-0.595, -0.957, -0.791)  0.133
O (0.779, -0.950, -1.062)  -0.392
O (-1.479, -1.604, -1.706)  -0.549
F (-0.741, -1.813, 0.502)  0.050
S (-0.767, 1.446, -1.455)  0.766
O (-1.327, 1.083, -2.700)  -0.709
O (0.568, 1.892, -1.386)  0.183
F (-1.633, 2.688, -1.013)  -0.306
C (3.774, -2.195, -0.637)  0.292
O (3.543, -3.474, -1.283)  -0.350
C (3.724, -4.583, -0.612)  0.712
O (3.552, -5.668, -1.098)  -0.643
O (4.125, -4.350, 0.644)  -0.242
C (4.250, -5.459, 1.511)  -0.783
H (4.813, -2.157, -0.316)  0.571
H (3.131, -2.043, 0.222)  -0.376
H (3.556, -1.451, -1.392)  -0.137
H (4.100, -5.100, 2.530)  0.224
H (5.264, -5.862, 1.507)  0.291
H (3.515, -6.228, 1.286)  0.373
C (0.839, 1.245, -5.208)  -0.211
O (1.756, 0.163, -4.903)  -0.389
C (2.685, 0.453, -4.020)  0.057
O (2.595, 1.308, -3.170)  0.137
O (3.730, -0.327, -4.194)  -0.397
C (4.944, 0.093, -3.550)  -0.469
H (-0.070, 0.738, -5.514)  0.237
H (1.243, 1.973, -5.906)  0.255
H (0.598, 1.794, -4.300)  -0.115
H (4.943, -0.069, -2.472)  0.131
H (5.039, 1.166, -3.716)  0.241
H (5.751, -0.464, -4.008)  0.246
C (-1.939, -4.931, 1.347)  -0.010
O (-2.496, -5.804, 0.347)  -0.394
C (-2.834, -5.264, -0.794)  0.635
O (-2.864, -4.076, -1.063)  -0.583
O (-3.159, -6.222, -1.639)  -0.369
C (-3.513, -5.834, -2.974)  -0.648
H (-2.461, -3.985, 1.427)  -0.182
H (-0.888, -4.722, 1.156)  0.187
H (-2.026, -5.486, 2.276)  0.318
H (-2.849, -5.081, -3.385)  0.286
H (-4.564, -5.553, -2.969)  0.289
H (-3.393, -6.749, -3.547)  0.238
C (2.123, 0.488, 4.603)  -0.454
O (2.533, -0.662, 3.881)  -0.343
C (1.669, -1.304, 3.135)  0.465
O (0.524, -0.977, 2.903)  -0.070
O (2.260, -2.389, 2.663)  -0.396
C (1.385, -3.449, 2.275)  -0.467
H (2.790, 1.314, 4.372)  0.313
H (2.158, 0.307, 5.678)  0.284
H (1.104, 0.778, 4.370)  0.024
H (1.415, -4.248, 3.015)  0.428
H (1.654, -3.815, 1.287)  0.246
H (0.358, -3.092, 2.211)  -0.150